Record 1
42
Properties=species:S:1:pos:R:3:forces:R:3:lowdin_charge:R:1 method="wB97M-V/def2-TZVPD" spin_multiplicity=1 charge=+1 smiles=Cc1ccc2[nH]c[n+](C(c3ccc(F)cc3)c3ccc(F)cc3)c2c1 e_tot_ev=-30461.8995 e_above_lowest_kj_mol=43.90 e_lumo_ev=-3.50 orbital_gap_ev=8.7
C -0.933 4.197 3.003 -0.222 0.220 0.323 -0.041
C -0.246 3.543 1.830 -0.024 -0.749 -0.109 -0.236
C 0.494 4.381 0.979 0.604 -0.087 -0.642 -0.013
C 1.151 3.881 -0.144 0.055 0.514 0.533 0.021
C 1.105 2.518 -0.338 -0.073 0.365 -0.598 -0.185
N 1.514 1.805 -1.459 0.369 -0.702 -0.128 0.182
C 1.231 0.510 -1.293 -0.911 1.355 0.740 0.035
N 0.611 0.364 -0.111 0.114 1.975 -0.504 0.040
C 0.083 -0.899 0.309 -0.558 -1.257 -0.314 -0.160
C 1.147 -1.922 -0.089 0.484 -0.084 -0.335 -0.207
C 2.322 -1.987 0.666 0.159 -0.527 0.146 -0.017
C 3.220 -3.050 0.507 -0.338 0.237 -0.289 0.020
C 2.914 -3.994 -0.473 -0.016 -1.356 0.606 -0.236
F 3.550 -5.215 -0.417 -0.338 1.441 -0.365 0.049
C 1.896 -3.824 -1.410 0.357 0.103 -0.006 0.022
C 1.087 -2.691 -1.263 -0.103 -0.414 0.144 -0.068
C -1.312 -1.154 -0.316 -0.032 -0.439 0.208 -0.157
C -2.198 -0.099 -0.500 -0.466 0.030 -0.397 -0.021
C -3.476 -0.309 -1.037 0.186 -0.220 -0.022 0.018
C -3.853 -1.610 -1.357 -1.000 -0.038 0.094 -0.242
F -5.154 -1.834 -1.742 1.370 0.274 0.071 0.052
C -3.006 -2.697 -1.206 0.350 0.611 0.292 0.025
C -1.746 -2.446 -0.650 -0.124 -0.380 -0.041 -0.028
C 0.455 1.645 0.515 -0.225 -0.526 -0.618 -0.106
C -0.308 2.148 1.579 0.074 0.347 0.325 0.054
H -0.768 5.291 2.989 -0.062 -0.582 -0.036 0.086
H -2.023 4.041 3.010 0.346 -0.101 -0.062 0.093
H -0.533 3.825 3.958 -0.140 0.028 -0.293 0.094
H 0.554 5.449 1.208 -0.087 -0.424 -0.150 0.127
H 1.723 4.484 -0.841 -0.233 0.210 0.192 0.128
H 1.927 2.203 -2.295 0.015 -0.121 0.226 0.188
H 1.315 -0.260 -2.049 0.332 0.118 0.305 0.170
H -0.013 -0.837 1.405 0.166 -0.239 -0.324 0.172
H 2.547 -1.184 1.371 -0.210 -0.464 0.191 0.128
H 4.085 -3.166 1.165 -0.307 -0.034 -0.332 0.131
H 1.712 -4.592 -2.190 0.308 0.785 0.522 0.142
H 0.402 -2.428 -2.072 -0.219 -0.423 0.498 0.124
H -1.904 0.906 -0.217 -0.130 0.018 -0.131 0.103
H -4.180 0.503 -1.225 0.255 -0.227 0.231 0.129
H -3.319 -3.695 -1.502 0.021 0.201 0.201 0.131
H -1.102 -3.307 -0.470 -0.208 0.318 -0.050 0.118
H -0.972 1.505 2.170 0.460 0.243 -0.103 0.136


Record 2
22
Properties=species:S:1:pos:R:3:forces:R:3:lowdin_charge:R:1 method="wB97M-V/def2-TZVPD" spin_multiplicity=1 charge=+1 smiles="CC1=NN(C)[C@@](C)([NH3+])C1=O" e_tot_ev=-12925.5162 e_above_lowest_kj_mol=386.04 e_lumo_ev=-4.42 orbital_gap_ev=8.5
C -3.025 0.817 -0.018 -0.558 4.105 -0.765 -0.005
C -1.625 0.485 0.083 0.489 0.287 -0.624 -0.275
N -0.728 1.300 0.517 0.222 0.331 0.630 0.196
N 0.462 0.720 0.653 2.760 -0.750 -0.290 -0.140
C 1.673 1.574 0.724 -0.682 0.076 -0.435 -0.005
C 0.540 -0.565 -0.088 -1.770 3.615 -0.058 -0.446
C 1.294 -0.607 -1.400 -2.826 0.703 0.092 0.049
N 0.891 -1.736 0.690 1.435 -0.959 0.417 0.231
C -0.984 -0.718 -0.323 1.629 -0.628 1.059 -0.290
O -1.324 -1.847 -0.519 -1.408 -1.871 -0.762 0.140
H -3.587 -0.010 -0.315 -1.062 -1.070 -0.706 0.065
H -3.097 1.752 -0.764 -0.231 -2.280 1.308 0.154
H -3.421 1.233 0.921 0.184 -0.369 -0.218 0.100
H 1.326 2.536 1.107 0.326 -0.244 0.452 0.098
H 2.428 1.064 1.347 -0.347 0.535 -0.151 0.097
H 2.093 1.815 -0.269 -0.147 -0.379 0.252 0.091
H 2.281 -0.447 -1.126 2.246 -0.107 -0.279 0.068
H 0.928 0.179 -2.126 0.421 -1.103 0.781 0.147
H 0.979 -1.621 -1.649 0.871 -0.012 -1.258 0.108
H 0.156 -2.458 0.194 1.206 0.800 1.504 0.222
H 0.806 -1.494 1.688 -1.037 -0.585 -0.160 0.187
H 1.935 -1.971 0.674 -1.721 -0.093 -0.790 0.209


Record 3
66
Properties=species:S:1:pos:R:3:forces:R:3:lowdin_charge:R:1 method="wB97M-V/def2-TZVPD" spin_multiplicity=1 charge=0 smiles="COc1ccccc1/C=C/CN1CCC(Oc2ccc(C(=O)N3CCCCC3)cc2)CC1" e_tot_ev=-37673.2794 e_above_lowest_kj_mol=232.66 e_lumo_ev=0.81 orbital_gap_ev=8.8
C -8.440 -1.585 -1.106 -0.230 -0.125 -0.105 -0.086
O -7.292 -0.936 -0.620 0.394 0.076 0.188 -0.091
C -6.304 -1.687 -0.052 0.215 0.056 0.113 -0.223
C -6.361 -3.066 0.096 -0.266 0.029 -0.145 -0.025
C -5.313 -3.750 0.691 0.091 0.029 0.039 -0.086
C -4.198 -3.067 1.139 0.033 -0.166 0.081 -0.091
C -4.137 -1.694 0.996 -0.168 0.051 -0.114 -0.030
C -5.177 -0.978 0.413 -0.168 -0.388 -0.059 -0.146
C -5.127 0.468 0.239 -0.002 0.395 0.161 -0.048
C -4.407 1.313 0.973 -0.252 -0.017 -0.125 -0.082
C -4.348 2.791 0.714 0.009 0.103 -0.062 -0.182
N -3.115 3.303 0.137 -0.072 0.093 0.069 -0.179
C -1.957 3.374 0.997 0.117 -0.026 0.079 -0.174
C -1.119 2.088 1.067 0.142 0.083 -0.234 -0.104
C -0.731 1.645 -0.346 -0.393 0.234 0.098 -0.331
O -0.086 0.380 -0.338 0.064 -0.154 -0.057 -0.011
C 1.211 0.269 0.044 0.215 -0.176 0.053 -0.255
C 2.064 1.323 0.359 -0.326 0.134 -0.109 -0.008
C 3.376 1.068 0.719 0.197 -0.268 0.007 -0.009
C 3.872 -0.227 0.754 -0.188 0.141 0.146 -0.165
C 5.271 -0.469 1.221 -0.139 -0.063 0.041 -0.425
O 5.629 -0.134 2.337 0.003 0.225 0.189 0.068
N 6.096 -1.112 0.358 0.142 -0.238 -0.027 -0.051
C 5.846 -1.305 -1.050 -0.153 0.256 -0.466 -0.155
C 6.768 -0.406 -1.879 0.051 -0.327 0.002 -0.173
C 8.227 -0.679 -1.524 -0.061 0.313 0.067 -0.209
C 8.433 -0.490 -0.023 -0.051 -0.285 -0.097 -0.173
C 7.464 -1.383 0.750 0.288 0.172 0.388 -0.146
C 3.014 -1.282 0.451 0.034 0.189 0.033 -0.033
C 1.705 -1.038 0.102 -0.169 0.104 -0.025 0.008
C -1.994 1.497 -1.192 0.293 0.126 0.081 -0.101
C -2.781 2.815 -1.182 0.074 -0.141 -0.077 -0.170
H -8.980 -2.102 -0.306 0.039 0.010 -0.038 0.096
H -9.072 -0.797 -1.513 0.011 -0.097 0.017 0.094
H -8.196 -2.298 -1.900 -0.007 0.022 0.051 0.097
H -7.219 -3.622 -0.249 -0.087 -0.005 -0.035 0.101
H -5.375 -4.823 0.797 -0.005 -0.080 0.001 0.103
H -3.377 -3.602 1.592 0.071 -0.041 0.033 0.101
H -3.254 -1.166 1.325 0.105 0.099 0.013 0.106
H -5.758 0.854 -0.551 -0.008 0.170 -0.075 0.118
H -3.818 0.953 1.804 0.069 -0.158 0.118 0.103
H -4.505 3.334 1.652 -0.072 -0.003 -0.072 0.119
H -5.153 3.068 0.025 -0.048 -0.039 0.109 0.120
H -2.281 3.660 1.999 0.047 0.073 -0.022 0.122
H -1.318 4.177 0.606 0.046 0.010 0.123 0.124
H -1.688 1.281 1.531 0.011 -0.058 0.019 0.108
H -0.230 2.262 1.675 0.005 -0.021 0.042 0.114
H -0.078 2.399 -0.810 -0.022 -0.087 0.037 0.150
H 1.723 2.346 0.335 -0.074 0.067 -0.006 0.106
H 4.028 1.889 0.977 0.051 0.077 0.054 0.123
H 4.803 -1.081 -1.275 0.155 -0.115 0.002 0.114
H 6.042 -2.356 -1.298 -0.068 0.026 -0.023 0.130
H 6.591 -0.586 -2.940 -0.040 0.040 -0.038 0.110
H 6.529 0.638 -1.665 -0.058 0.055 -0.028 0.118
H 8.882 -0.009 -2.082 0.045 -0.067 -0.047 0.107
H 8.482 -1.706 -1.800 0.050 -0.050 -0.051 0.112
H 9.458 -0.736 0.257 0.031 0.038 0.051 0.110
H 8.246 0.551 0.245 0.025 0.048 0.061 0.119
H 7.539 -1.200 1.823 0.008 -0.122 -0.149 0.120
H 7.682 -2.438 0.545 0.006 0.020 0.015 0.129
H 3.376 -2.299 0.503 0.036 -0.106 -0.029 0.124
H 1.030 -1.847 -0.132 -0.084 -0.096 -0.019 0.119
H -2.600 0.690 -0.780 0.048 -0.024 -0.027 0.104
H -1.722 1.233 -2.214 0.024 -0.033 -0.044 0.123
H -3.703 2.699 -1.753 0.021 0.054 -0.066 0.122
H -2.173 3.589 -1.668 -0.055 -0.040 -0.109 0.123


Record 4
54
Properties=species:S:1:pos:R:3:forces:R:3:lowdin_charge:R:1 method="wB97M-V/def2-TZVPD" spin_multiplicity=1 charge=-1 e_tot_ev=-24933.3924 e_lumo_ev=2.69 orbital_gap_ev=7.5
B -0.401 -1.019 -4.897 -0.109 -0.182 -0.140 -0.535
C -1.046 0.401 -5.405 0.047 0.033 0.122 -0.407
C -0.659 1.646 -4.626 0.023 0.071 -0.434 -0.788
C -1.082 2.976 -5.271 -0.008 -0.105 0.152 -0.198
I -1.509 1.563 -2.629 0.012 -0.010 0.215 0.779
H 0.832 -0.935 -4.856 -0.025 0.078 0.031 -0.010
H -0.701 -1.912 -5.701 0.023 0.079 0.040 -0.019
H -0.847 -1.337 -3.793 0.091 0.036 0.026 -0.029
H -2.144 0.369 -5.455 0.003 -0.017 -0.079 0.070
H -0.694 0.607 -6.429 -0.018 0.005 -0.043 0.080
H 0.419 1.642 -4.471 -0.045 -0.032 0.310 0.060
H -1.463 3.700 -4.554 0.044 0.055 0.028 0.017
H -0.222 3.431 -5.766 -0.025 -0.035 -0.168 0.064
H -1.864 2.788 -6.007 -0.015 0.031 -0.045 0.065
C 2.395 -0.500 -2.056 0.029 0.027 0.085 -0.103
C 1.961 -0.962 -0.669 0.035 0.010 -0.035 -0.255
C 1.313 0.144 0.163 -0.020 -0.048 0.009 -0.240
C 2.217 1.338 0.470 0.002 0.007 -0.006 -0.221
C 3.511 0.990 1.204 -0.007 0.022 0.043 -0.272
C 3.279 0.350 2.570 0.047 0.002 -0.033 -0.117
H 3.157 0.283 -2.000 -0.002 -0.002 0.007 0.063
H 2.811 -1.327 -2.631 -0.023 0.001 -0.034 0.072
H 1.544 -0.118 -2.621 0.000 -0.030 -0.025 0.044
H 2.816 -1.387 -0.130 -0.013 -0.008 0.015 0.093
H 1.237 -1.773 -0.783 -0.010 -0.001 -0.004 0.107
H 0.944 -0.283 1.102 0.040 0.014 -0.039 0.071
H 0.434 0.507 -0.374 -0.016 0.003 -0.002 0.045
H 1.650 2.056 1.074 0.004 0.009 0.007 0.108
H 2.461 1.856 -0.460 -0.007 -0.010 -0.008 0.103
H 4.099 1.903 1.332 0.014 -0.008 0.000 0.099
H 4.118 0.321 0.588 -0.007 0.000 -0.017 0.097
H 2.690 1.009 3.213 -0.025 -0.011 0.001 0.070
H 4.224 0.146 3.077 -0.005 0.005 0.012 0.063
H 2.742 -0.596 2.483 -0.011 -0.003 -0.001 0.062
C -2.324 -0.311 0.911 -0.080 -0.061 0.032 -0.114
C -3.059 -0.375 2.246 0.055 0.039 -0.033 -0.266
C -2.265 0.231 3.403 -0.023 -0.002 0.021 -0.227
C -0.918 -0.440 3.678 0.008 0.021 -0.004 -0.226
C -0.992 -1.938 3.961 0.002 0.000 0.043 -0.267
C -1.817 -2.286 5.197 0.017 -0.025 -0.047 -0.116
H -1.395 -0.884 0.932 -0.002 0.013 -0.020 0.059
H -2.933 -0.715 0.103 0.011 0.021 -0.027 0.074
H -2.071 0.718 0.650 0.034 0.001 0.000 0.056
H -3.318 -1.414 2.472 -0.004 -0.001 0.029 0.096
H -4.009 0.161 2.162 -0.011 -0.010 -0.006 0.102
H -2.879 0.211 4.310 0.013 -0.007 0.008 0.097
H -2.082 1.289 3.188 -0.010 0.006 -0.013 0.109
H -0.447 0.060 4.531 0.005 -0.010 0.010 0.109
H -0.251 -0.274 2.828 -0.029 0.011 0.026 0.077
H 0.025 -2.317 4.092 0.004 -0.013 -0.010 0.103
H -1.399 -2.461 3.092 0.004 0.008 -0.018 0.101
H -1.414 -1.793 6.085 -0.014 0.017 0.006 0.071
H -1.815 -3.361 5.381 0.002 0.000 0.013 0.065
H -2.857 -1.975 5.086 -0.004 0.008 0.001 0.063


Record 5
18
Properties=species:S:1:pos:R:3:forces:R:3:lowdin_charge:R:1 method="wB97M-V/def2-TZVPD" spin_multiplicity=3 charge=0 e_tot_ev=-10367.5456 e_above_lowest_kj_mol=160.18 e_lumo_ev="0.93 / -1.37" orbital_gap_ev="5.0 / 7.6"
C -0.458 -1.555 0.407 -4.912 -6.870 2.008 -0.075
C 0.389 -0.592 0.084 4.596 7.653 -3.748 -0.298
C -1.846 -1.143 0.137 0.390 2.855 -0.123 -0.153
C 0.032 1.831 0.231 0.001 0.966 -2.318 -0.055
C 1.875 -0.609 0.103 -1.624 1.249 2.313 -0.254
N -1.696 0.328 -0.296 -0.178 0.280 -1.666 -0.026
N -0.281 0.595 -0.433 -1.343 -3.114 2.165 -0.107
O 2.514 0.532 -0.401 -1.233 0.816 -2.811 -0.097
H -0.137 -2.579 0.707 -0.568 1.049 -0.163 0.116
H -2.376 -1.423 -0.731 -0.734 -1.976 -0.905 0.087
H -2.533 -1.106 0.999 0.228 -0.368 -0.127 0.119
H -0.618 2.180 0.969 -1.351 -0.127 1.295 0.074
H 0.999 1.759 0.563 2.187 0.078 1.002 0.048
H 0.032 2.551 -0.560 0.041 1.091 -0.332 0.084
H 2.184 -1.453 -0.447 0.987 -1.693 0.066 0.101
H 2.037 -0.547 1.223 1.118 -0.973 -0.886 0.145
H -2.139 0.518 -1.272 0.971 -0.690 2.237 0.152
H 2.021 0.715 -1.283 1.425 -0.226 1.993 0.140